Record 1
Entry from OMol25: a single C23H28N4O2 molecule in a non-equilibrium geometry (wB97M-V/def2-TZVPD).

The geometry in XYZ format:
```
57
Properties=species:S:1:pos:R:3:forces:R:3:lowdin_charge:R:1
C -2.37065 -1.14536 2.28392 -0.045 0.183 -0.222 -0.07
H -2.17552 -0.39443 3.04571 0.056 0.040 0.110 0.07
H -3.21659 -1.75088 2.59802 -0.080 -0.087 0.066 0.08
H -1.49519 -1.78407 2.20508 0.095 -0.087 0.045 0.05
C -2.69325 -0.45397 0.96487 -0.029 -0.120 0.138 -0.25
N -3.19308 -1.36622 -0.04905 -0.098 0.005 0.059 -0.18
C -2.30865 -2.45413 -0.40389 0.268 -0.041 -0.187 -0.17
H -2.11272 -3.04997 0.48946 0.042 -0.089 -0.068 0.12
C -0.95251 -2.08000 -1.04884 -0.346 -0.279 0.011 -0.13
N 0.05882 -1.74312 -0.07633 -0.274 0.349 -0.028 0.07
C 1.04340 -2.58340 0.28436 0.243 0.291 0.433 -0.50
O 1.24646 -3.66810 -0.21481 0.087 -0.496 -0.155 0.06
C 1.91107 -2.00561 1.41434 -0.069 -0.214 -0.215 -0.03
C 2.47374 -0.68984 0.98330 -0.268 0.513 0.315 -0.22
N 1.76340 0.34755 1.28289 -0.187 -0.934 0.372 0.16
N 2.14440 1.57319 0.92252 0.383 0.385 -0.221 -0.06
C 3.30880 1.88221 0.24938 -0.094 0.116 0.112 -0.38
O 3.59886 3.03820 -0.00594 0.154 0.056 -0.157 0.07
C 4.11210 0.71543 -0.12505 0.083 -0.458 -0.037 -0.06
C 5.28630 0.90162 -0.85583 -0.073 0.087 0.051 0.00
C 6.02780 -0.18667 -1.25557 -0.030 0.060 0.011 -0.06
C 5.59766 -1.47543 -0.94388 -0.006 -0.048 0.018 -0.06
C 4.44503 -1.67717 -0.21895 -0.089 0.001 0.065 0.00
C 3.68791 -0.58225 0.21568 0.345 0.530 -0.265 -0.08
H 4.11358 -2.68035 -0.00277 -0.041 -0.122 0.031 0.11
H 6.17486 -2.32541 -1.27650 0.026 -0.075 -0.019 0.11
H 6.93811 -0.04572 -1.81849 0.065 0.021 -0.048 0.11
H 5.58134 1.91202 -1.09495 0.030 0.071 -0.022 0.12
C 1.21121 2.62530 1.27384 0.000 0.355 0.068 -0.08
C -0.02225 2.61662 0.40667 -0.039 -0.077 0.047 -0.21
C 0.04196 2.23403 -0.92714 0.040 -0.011 0.038 -0.03
C -1.08962 2.27326 -1.72285 0.002 -0.008 -0.078 -0.09
C -2.29709 2.70107 -1.19692 -0.066 0.059 -0.008 -0.11
C -2.36978 3.07667 0.13371 -0.082 0.060 -0.026 -0.09
C -1.24047 3.02901 0.93147 0.118 -0.004 -0.022 -0.05
H -1.30138 3.32326 1.96931 -0.008 0.016 0.135 0.11
H -3.30881 3.40832 0.55155 -0.091 0.024 0.041 0.11
H -3.17688 2.74515 -1.82169 -0.084 -0.019 -0.047 0.10
H -1.02489 1.97701 -2.75999 0.003 -0.020 -0.083 0.11
H 0.98328 1.91538 -1.35200 0.091 -0.042 -0.031 0.12
H 1.74978 3.56996 1.13992 -0.104 -0.195 0.112 0.13
H 0.93352 2.50875 2.32452 0.069 0.006 -0.103 0.13
H 2.69267 -2.72158 1.65965 -0.090 -0.023 -0.026 0.12
H 1.27423 -1.85152 2.28671 0.080 0.020 -0.001 0.12
H -0.01187 -0.85921 0.40759 0.093 -0.057 -0.032 0.10
H -1.08370 -1.24146 -1.73830 0.029 -0.057 -0.040 0.12
H -0.57235 -2.94304 -1.60029 -0.043 0.135 -0.028 0.12
H -2.85312 -3.09083 -1.10568 0.023 -0.030 0.036 0.12
C -3.74108 -0.66156 -1.19720 -0.209 0.040 0.056 -0.26
C -5.13518 -0.11020 -0.90771 0.277 -0.051 -0.124 -0.08
H -5.09980 0.71415 -0.20089 -0.053 0.116 0.083 0.06
H -5.76102 -0.89579 -0.49394 -0.088 -0.070 0.036 0.08
H -5.58540 0.25108 -1.82902 -0.099 0.110 -0.076 0.07
H -3.08477 0.16199 -1.52355 -0.019 -0.142 -0.070 0.09
H -3.81996 -1.37556 -2.02014 0.062 0.032 -0.021 0.12
H -3.48658 0.27278 1.15158 0.122 0.082 -0.026 0.11
H -1.81611 0.11881 0.61209 -0.083 0.090 -0.002 0.10
```
Positions in Å, forces in eV/Å.

Values from the calculation:
SMILES	CCN(CC)CCNC(=O)Cc1nn(Cc2ccccc2)c(=O)c2ccccc12
energy relative to the best compared isomer or geometry (same formula, charge and spin)	33.7	kcal per mole
orbital gap	8.3	eV
DFT total energy	-34361.8054	eV
HOMO energy	-8.222	eV


Record 2
Entry from OMol25: a single C3H8N2S molecule in a non-equilibrium geometry (wB97M-V/def2-TZVPD).

The geometry in XYZ format:
```
14
Properties=species:S:1:pos:R:3:forces:R:3:lowdin_charge:R:1
C 1.50558 1.22822 -0.37592 -2.680 -0.022 0.353 -0.13
C 0.99312 -0.00795 0.45925 0.193 0.266 0.205 -0.63
C -0.53893 -0.09788 0.47391 1.184 0.577 0.418 -0.23
H 1.25470 2.23707 0.02927 0.054 -0.911 0.187 0.09
H 1.15721 1.24760 -1.40350 -0.436 -0.386 -0.129 0.07
H 2.51943 1.14516 -0.46575 2.855 -0.044 0.061 0.02
H 1.33310 0.16774 1.49999 -0.308 -0.084 -0.490 0.08
H 0.69052 -2.26560 -0.19132 0.954 0.271 -0.015 -0.14
H -1.05350 0.69242 1.06096 0.390 -0.101 -0.353 0.13
H -2.91661 0.22276 0.01564 0.105 0.203 -0.193 0.08
H -3.02133 -1.29978 -0.82007 -0.035 0.815 0.580 0.09
N -1.23898 -0.94768 -0.13982 0.419 0.628 -0.098 -0.07
N -2.57791 -0.71681 -0.10520 -0.807 -1.902 -0.546 -0.02
S 1.89360 -1.60528 -0.03743 -1.889 0.690 0.022 0.67
```
Positions in Å, forces in eV/Å.

Values from the calculation:
SMILES	C[C@H](S)/C=N/N
energy relative to the best compared isomer or geometry (same formula, charge and spin)	50.3	kcal per mole
orbital gap	9.9	eV
DFT total energy	-17054.5499	eV
HOMO energy	-8.848	eV


Record 3
Entry from OMol25: 2 unconnected molecules or ions with the total composition C3H9OPS in a non-equilibrium geometry (wB97M-V/def2-TZVPD).

The geometry in XYZ format:
```
15
Properties=species:S:1:pos:R:3:forces:R:3:lowdin_charge:R:1
C -0.64588 1.24950 1.64556 -2.980 0.921 2.564 -0.22
C -2.15857 -1.84142 -0.06507 -0.414 -2.171 0.463 -0.41
C 3.07932 -0.15576 0.16034 3.045 -1.019 -0.991 -0.59
O -1.25009 0.03519 1.31906 -0.303 -0.376 -0.951 -0.55
P -2.30881 -0.02545 0.01458 1.157 -0.391 1.090 0.86
S 2.19190 -0.73303 -1.27284 0.153 -0.118 -0.061 0.53
H -0.46043 1.19506 2.74941 0.264 0.289 -1.006 0.10
H -1.37356 2.08377 1.48060 0.456 -0.343 0.235 0.08
H 0.18380 1.49100 1.08655 2.177 0.127 -1.223 0.03
H -1.87167 -2.11547 -1.11170 -0.324 -0.046 0.823 0.02
H -3.17862 -2.29853 0.17718 1.219 0.444 -0.589 0.03
H -1.42370 -2.37998 0.67648 -1.202 1.554 -1.417 0.07
H 3.76390 0.68346 -0.03462 -0.589 -0.018 -0.079 0.02
H 3.77915 -0.93488 0.61450 -1.173 0.510 -0.659 0.06
H 2.36738 0.06494 0.87100 -1.488 0.638 1.801 -0.04
```
Positions in Å, forces in eV/Å.

Values from the calculation:
energy relative to the best compared isomer or geometry (same formula, charge and spin)	110.1	kcal per mole
orbital gap (alpha / beta)	9.2 / 5.4	eV
DFT total energy	-25425.3088	eV
HOMO energy (alpha / beta)	-9.281 / -7.316	eV


Record 4
Entry from OMol25: a molecular structure, C3H10N3S in a non-equilibrium geometry (wB97M-V/def2-TZVPD).

The geometry in XYZ format:
```
17
Properties=species:S:1:pos:R:3:forces:R:3:lowdin_charge:R:1
C -0.19017 0.65663 0.95187 -1.587 1.576 -0.004 -0.19
C 1.95831 -0.04754 0.00057 -3.191 -0.334 -0.992 0.16
C -1.84596 1.44811 -0.66461 2.030 -2.258 -3.726 -0.13
N 0.66112 -0.13924 0.04312 2.459 -1.941 -0.951 -0.21
N -1.53376 0.58400 0.40965 1.145 -2.392 2.601 -0.46
N -0.06773 -1.09541 -0.60002 -0.832 0.872 -0.184 -0.28
S -1.61716 -1.14279 0.18170 -1.104 1.092 -0.170 1.02
H -0.12103 0.19545 1.92210 -0.149 -0.329 0.331 0.13
H 0.10312 1.71663 1.04796 0.412 -0.575 -0.451 0.16
H 1.83583 -2.90740 0.65740 -1.385 2.001 -1.839 0.14
H 2.46764 -0.68153 -0.70017 0.713 0.134 0.232 0.11
H 2.18918 0.79263 0.55851 1.940 1.292 0.772 0.10
H -1.10210 1.05504 -1.62603 -2.665 1.332 1.923 0.16
H -2.91276 1.39409 -0.78274 -0.252 -0.053 -0.883 0.09
H -1.57035 2.44637 -0.50181 0.445 1.353 0.674 0.07
H 0.31405 -1.93922 -1.04681 0.183 0.926 0.356 0.11
H 1.43176 -2.33582 0.14932 1.838 -2.696 2.312 0.03
```
Positions in Å, forces in eV/Å.

Values from the calculation:
energy relative to the best compared isomer or geometry (same formula, charge and spin)	137.9	kcal per mole
charge	+1
orbital gap (alpha / beta)	8.5 / 8.5	eV
DFT total energy	-18566.8933	eV
HOMO energy (alpha / beta)	-13.285 / -13.285	eV


Record 5
Entry from OMol25: a molecular structure, C13H17IMnN2 in a non-equilibrium geometry (wB97M-V/def2-TZVPD).

The geometry in XYZ format:
```
34
Properties=species:S:1:pos:R:3:forces:R:3:lowdin_charge:R:1
C 1.84062 -1.97876 -4.02924 -0.778 -0.551 -0.224 -0.28
C 0.41801 -1.68408 -4.53963 0.434 -0.566 -0.435 -0.18
H 2.47400 -1.11210 -4.19892 0.184 0.000 0.327 0.04
H 2.24782 -2.81248 -4.61265 0.010 0.096 0.021 0.06
H 1.83081 -2.27956 -2.96579 0.089 0.178 -1.188 -0.13
H -0.09090 -0.84535 -4.06841 0.143 0.065 0.206 0.04
H 0.47888 -1.48164 -5.61351 -0.190 0.127 0.064 0.06
H -0.19988 -2.57901 -4.43288 -0.116 0.118 0.076 0.06
C 2.22634 1.21025 1.70105 -0.083 0.102 -0.227 -0.15
C 2.70867 2.19164 2.56187 -0.189 0.107 0.253 -0.04
C 1.82674 3.19102 3.00154 -0.083 -0.001 -0.178 -0.05
C 0.49821 3.17486 2.57373 0.326 -0.339 -0.356 0.00
H 2.86183 0.37463 1.37151 -0.354 0.555 0.030 0.03
H 3.76646 2.16369 2.86513 -0.707 0.044 -0.061 0.12
H 2.16119 3.99851 3.65346 0.014 -0.286 -0.132 0.11
H -0.23012 3.94761 2.84995 0.648 -0.422 0.107 0.10
N 0.98309 1.23962 1.18285 0.026 1.326 1.387 0.00
C 0.11465 2.18044 1.66104 1.524 0.173 -0.165 -0.20
C -1.22502 2.14290 1.10579 -1.341 -0.462 -1.443 -0.19
N -1.42854 1.19853 0.12321 -0.798 0.912 0.890 -0.01
C -2.69660 0.94075 -0.25242 0.380 0.530 0.152 -0.10
C -3.54936 2.81967 0.99962 0.633 0.236 0.064 -0.05
C -3.76207 1.75359 0.12537 0.091 -0.181 0.107 -0.05
H -2.81409 0.03671 -0.85679 -0.143 0.514 -0.039 0.12
H -4.74589 1.55459 -0.26766 -0.104 -0.086 -0.003 0.10
C -2.26280 2.99780 1.51376 0.179 0.021 0.070 0.00
H -2.02312 3.82411 2.20702 -0.460 -0.713 -0.433 0.11
H -4.34408 3.52101 1.28587 0.304 -0.492 -0.200 0.12
Mn 0.17159 -0.15627 -0.27815 -0.409 1.272 -0.818 0.30
I 2.37156 -1.03215 -0.98542 1.655 -0.120 0.047 0.44
C -0.44923 -1.26087 1.18218 -0.294 -1.727 1.359 -0.32
H 0.56800 -1.20808 1.65062 -0.891 -0.588 0.160 -0.03
H -0.74659 -2.30629 0.96920 0.227 0.451 0.415 -0.02
H -1.18494 -0.74866 1.81067 0.071 -0.291 0.164 -0.02
```
Positions in Å, forces in eV/Å.

Values from the calculation:
energy relative to the best compared isomer or geometry (same formula, charge and spin)	8.6	kcal per mole
orbital gap (alpha / beta)	5.3 / 7.0	eV
multiplicity	6
DFT total energy	-56157.4028	eV
HOMO energy (alpha / beta)	-6.120 / -7.983	eV


Record 6
Entry from OMol25: a single C6H7N molecule (wB97M-V/def2-TZVPD).

The geometry in XYZ format:
```
14
Properties=species:S:1:pos:R:3:forces:R:3:lowdin_charge:R:1
C 0.34120 1.98909 -0.71276 0.148 0.223 0.058 -0.04
C 0.30941 0.63949 -0.10868 0.314 -0.046 0.070 -0.32
C 1.16905 -0.37032 0.00291 -0.021 0.115 -0.290 0.00
C 0.28547 -1.54622 0.32782 0.164 -0.094 0.097 -0.14
C -0.78897 -0.99519 1.20968 -0.352 -0.262 0.179 -0.14
N -1.00362 0.17694 0.33083 -0.052 0.232 -0.171 0.05
C -1.11191 -1.19668 -0.16804 -0.316 -0.406 0.093 -0.13
H 1.23601 2.12590 -1.32007 -0.007 0.096 0.125 0.08
H 0.28538 2.76188 0.05456 0.017 0.134 -0.045 0.08
H -0.53917 2.11233 -1.35852 0.192 -0.075 0.154 0.08
H 2.24173 -0.38070 -0.03648 0.139 0.013 -0.456 0.10
H 0.59392 -2.59101 0.37530 0.075 0.324 0.127 0.13
H -1.12890 -1.15974 2.22205 -0.348 -0.012 -0.229 0.13
H -1.88559 -1.58093 -0.81890 0.047 -0.243 0.289 0.13
```
Positions in Å, forces in eV/Å.

Values from the calculation:
SMILES	CC1=C[C@H]2[C@@H]3[C@H]2N13
energy relative to the best compared isomer or geometry (same formula, charge and spin)	90.6	kcal per mole
orbital gap	9.5	eV
DFT total energy	-7821.7178	eV
HOMO energy	-8.326	eV


What did the fourth record say?
Entry from OMol25: a molecular structure, C3H10N3S in a non-equilibrium geometry (wB97M-V/def2-TZVPD).

The geometry in XYZ format:
```
17
Properties=species:S:1:pos:R:3:forces:R:3:lowdin_charge:R:1
C -0.19017 0.65663 0.95187 -1.587 1.576 -0.004 -0.19
C 1.95831 -0.04754 0.00057 -3.191 -0.334 -0.992 0.16
C -1.84596 1.44811 -0.66461 2.030 -2.258 -3.726 -0.13
N 0.66112 -0.13924 0.04312 2.459 -1.941 -0.951 -0.21
N -1.53376 0.58400 0.40965 1.145 -2.392 2.601 -0.46
N -0.06773 -1.09541 -0.60002 -0.832 0.872 -0.184 -0.28
S -1.61716 -1.14279 0.18170 -1.104 1.092 -0.170 1.02
H -0.12103 0.19545 1.92210 -0.149 -0.329 0.331 0.13
H 0.10312 1.71663 1.04796 0.412 -0.575 -0.451 0.16
H 1.83583 -2.90740 0.65740 -1.385 2.001 -1.839 0.14
H 2.46764 -0.68153 -0.70017 0.713 0.134 0.232 0.11
H 2.18918 0.79263 0.55851 1.940 1.292 0.772 0.10
H -1.10210 1.05504 -1.62603 -2.665 1.332 1.923 0.16
H -2.91276 1.39409 -0.78274 -0.252 -0.053 -0.883 0.09
H -1.57035 2.44637 -0.50181 0.445 1.353 0.674 0.07
H 0.31405 -1.93922 -1.04681 0.183 0.926 0.356 0.11
H 1.43176 -2.33582 0.14932 1.838 -2.696 2.312 0.03
```
Positions in Å, forces in eV/Å.

Values from the calculation:
energy relative to the best compared isomer or geometry (same formula, charge and spin)	137.9	kcal per mole
charge	+1
orbital gap (alpha / beta)	8.5 / 8.5	eV
DFT total energy	-18566.8933	eV
HOMO energy (alpha / beta)	-13.285 / -13.285	eV